Formula: C7H6O4S2
Source: OMol25
Level of theory: ωB97M-V/def2-TZVPD

Calculated values
ΔE to the lowest compared entry with this formula, charge and spin	119.1	kJ/mol
E_HOMO (spin up / spin down)	-7.93 / -7.93	eV
gap between HOMO and LUMO (spin up / spin down)	7.589 / 7.590	eV

Atoms and positions in Å:
C 2.844 -1.078 -0.020
C 2.919 0.245 -0.426
C 1.599 -1.591 0.461
C 1.740 0.932 -0.392
C 0.480 -0.840 0.577
C 0.608 0.466 0.077
C -4.120 0.952 0.563
O -4.283 -0.079 -0.130
O -2.379 -1.829 -0.388
O -0.878 2.755 0.151
O -1.910 0.659 -0.824
S -2.735 -0.676 -1.132
S -0.943 1.350 0.452
H 3.669 -1.745 -0.148
H 3.727 0.739 -0.920
H 1.460 -2.535 1.002
H 1.667 2.052 -0.676
H -0.403 -1.110 1.084
H -3.061 1.333 0.687

=====

Formula: C2H2Cl2OS
Source: OMol25
Level of theory: ωB97M-V/def2-TZVPD

Calculated values
ΔE to the lowest compared entry with this formula, charge and spin	157.5	kJ/mol
E_HOMO	-9.68	eV
gap between HOMO and LUMO	10.061	eV

Atoms and positions in Å:
C -0.932 0.309 0.648
C 0.821 0.153 -0.163
O -1.836 0.052 -0.029
S 0.589 -1.150 -1.403
Cl 1.096 1.738 -0.880
Cl 1.868 -0.261 1.201
H -0.963 0.590 1.663
H -0.642 -1.431 -1.038

=====

Formula: C23H41BrP2Yb
Source: OMol25
Level of theory: ωB97M-V/def2-TZVPD

Calculated values
total charge	+1
2S+1	2
E_HOMO (spin up / spin down)	-10.16 / -10.16	eV
gap between HOMO and LUMO (spin up / spin down)	7.018 / 6.628	eV

Atoms and positions in Å:
Yb 0.662 -0.304 -0.260
C -1.192 1.170 -1.651
C -1.444 -0.198 -1.918
C -2.096 0.231 0.245
C -1.604 1.439 -0.314
C -1.984 -0.785 -0.745
C -0.622 2.153 -2.608
H 0.204 1.707 -3.187
H -0.228 3.024 -2.072
H -1.374 2.515 -3.331
C -1.544 2.739 0.387
H -1.271 3.551 -0.300
H -0.797 2.701 1.194
H -2.514 2.981 0.845
C -2.634 0.104 1.613
H -3.377 0.889 1.823
H -1.824 0.202 2.353
H -3.109 -0.873 1.755
C -2.397 -2.202 -0.571
H -3.409 -2.388 -0.969
H -2.397 -2.480 0.491
H -1.705 -2.873 -1.101
C -1.162 -0.921 -3.186
H -2.059 -0.989 -3.820
H -0.823 -1.949 -2.998
H -0.390 -0.409 -3.770
C 5.956 -0.846 -0.413
C 5.690 -0.589 -1.718
C 5.990 -1.534 -2.834
C 5.785 -3.015 -2.520
C 4.658 -3.301 -1.571
C 4.803 -3.541 -0.246
C 5.967 -3.154 0.596
C 6.799 -1.976 0.061
H 7.036 -1.381 -3.162
H 6.724 -3.475 -2.175
H 5.383 -1.263 -3.710
H 7.507 -2.317 -0.707
H 5.702 -0.116 0.357
H 5.575 0.445 -2.054
H 7.439 -1.612 0.887
H 5.639 -2.906 1.615
H 4.189 -4.307 0.235
H 6.629 -4.028 0.721
H 5.550 -3.532 -3.470
H 3.721 -3.555 -2.073
P 2.999 0.619 -0.947
C 4.173 1.912 -0.517
C 3.075 0.066 -2.688
P 1.857 -2.520 0.541
C 3.150 -1.000 -0.007
C 1.738 -3.908 -0.624
C 2.550 -3.108 2.097
H 3.973 2.210 0.525
H 3.954 2.772 -1.173
H 5.218 1.611 -0.626
H 3.485 -0.947 -2.779
H 3.713 0.770 -3.242
H 2.068 0.084 -3.146
H 3.620 -3.326 1.997
H 1.980 -4.005 2.381
H 2.377 -2.320 2.847
H 3.673 -0.805 0.940
H 3.794 -1.578 -0.662
H 0.752 -4.371 -0.461
H 2.509 -4.660 -0.437
H 1.780 -3.584 -1.673
Br 1.028 0.563 2.262

=====

Formula: C47H60BiF6O5SSbSe
Source: OMol25
Level of theory: ωB97M-V/def2-TZVPD

Calculated values
total charge	-2
ΔE to the lowest compared entry with this formula, charge and spin	98.9	kJ/mol
E_HOMO	-2.48	eV
gap between HOMO and LUMO	6.073	eV

Atoms and positions in Å:
Bi 2.467 -0.208 2.433
C -0.810 0.078 -0.187
O -0.034 0.196 0.988
C -0.717 0.765 2.054
C -0.836 2.155 2.160
C -0.019 3.159 1.371
C 0.442 2.899 -0.043
C -0.230 3.479 -1.103
C 0.232 3.406 -2.416
C 1.379 2.656 -2.629
C 2.066 2.035 -1.608
C 3.238 1.146 -1.960
C 2.674 -0.211 -2.272
C 2.004 -0.405 -3.468
C 1.351 -1.589 -3.778
C 1.350 -2.583 -2.812
C 2.009 -2.434 -1.595
C 1.835 -3.506 -0.547
C 0.497 -3.302 0.130
C -0.658 -3.822 -0.423
C -1.908 -3.628 0.147
C -1.954 -2.849 1.300
C -0.820 -2.326 1.888
C -0.947 -1.536 3.157
C -1.256 -0.063 3.044
C -2.010 0.507 4.063
C -2.238 1.870 4.139
C -1.626 2.671 3.183
C -3.047 2.507 5.263
C -2.127 3.445 6.060
C -4.215 3.309 4.671
C -3.630 1.477 6.237
C 0.464 -2.581 1.346
O 1.564 -2.251 1.967
C -3.192 -4.222 -0.413
C -3.829 -5.131 0.650
C -4.159 -3.083 -0.770
C -2.972 -5.065 -1.673
C 2.726 -1.260 -1.348
O 3.499 -1.098 -0.213
C 4.602 -1.988 -0.102
C 0.655 -1.720 -5.126
C 0.025 -3.100 -5.336
C -0.455 -0.664 -5.211
C 1.679 -1.471 -6.244
C 1.657 2.182 -0.256
O 2.356 1.730 0.722
C -0.485 4.134 -3.544
C -0.573 5.630 -3.212
C 0.237 3.987 -4.889
C -1.901 3.566 -3.712
H -1.183 1.053 -0.522
H -1.655 -0.605 -0.028
H -0.147 -0.333 -0.947
H 0.900 3.289 1.956
H -0.561 4.113 1.386
H -1.140 4.029 -0.883
H 1.779 2.555 -3.627
H 3.926 1.091 -1.119
H 3.764 1.545 -2.830
H 2.008 0.407 -4.179
H 0.825 -3.510 -2.984
H 2.594 -3.432 0.227
H 1.882 -4.494 -1.018
H -0.564 -4.416 -1.321
H -2.909 -2.652 1.778
H 0.013 -1.598 3.675
H -1.703 -2.001 3.797
H -2.412 -0.156 4.813
H -1.730 3.746 3.245
H -1.762 4.257 5.437
H -1.265 2.895 6.433
H -2.663 3.874 6.907
H -3.858 4.081 3.994
H -4.785 3.787 5.468
H -4.883 2.650 4.119
H -2.838 0.917 6.726
H -4.294 0.785 5.722
H -4.209 1.988 7.007
H -4.094 -4.560 1.535
H -3.125 -5.906 0.947
H -4.730 -5.608 0.263
H -4.373 -2.471 0.102
H -5.098 -3.485 -1.153
H -3.717 -2.442 -1.531
H -2.317 -5.909 -1.467
H -2.539 -4.465 -2.470
H -3.928 -5.454 -2.024
H 4.596 -2.740 -0.895
H 4.564 -2.467 0.876
H 5.526 -1.403 -0.173
H -0.736 -3.293 -4.583
H 0.777 -3.885 -5.285
H -0.451 -3.146 -6.316
H -1.196 -0.834 -4.433
H -0.949 -0.701 -6.182
H -0.048 0.333 -5.067
H 2.499 -2.182 -6.174
H 2.095 -0.471 -6.166
H 1.218 -1.569 -7.225
H 0.426 6.039 -3.076
H -1.132 5.786 -2.293
H -1.072 6.176 -4.015
H 1.250 4.377 -4.832
H -0.300 4.540 -5.660
H 0.277 2.942 -5.191
H -2.477 3.682 -2.798
H -1.853 2.505 -3.951
H -2.426 4.081 -4.518
O 1.776 -0.705 4.420
H 1.805 -0.050 5.712
H 1.955 -1.643 4.488
S 7.404 1.326 -0.631
C 6.189 1.175 0.383
Se 4.777 1.035 1.299
F 4.124 -1.455 2.963
Sb 4.672 -0.078 5.211
F 6.146 0.246 3.937
F 3.488 1.462 3.671
F 5.557 1.449 6.178
F 1.861 0.315 6.641
F 6.090 -1.306 6.163

=====

Formula: C12H24O24S6
Source: OMol25
Level of theory: ωB97M-V/def2-TZVPD

Calculated values
ΔE to the lowest compared entry with this formula, charge and spin	53.5	kJ/mol
E_HOMO	-10.91	eV
gap between HOMO and LUMO	11.028	eV

Atoms and positions in Å:
C -1.164 -7.284 0.996
C -0.483 -6.101 0.269
O -1.019 -6.176 -1.057
S -1.138 -7.697 -1.453
O 0.163 -8.228 -1.664
O -2.133 -7.872 -2.428
O -1.665 -8.165 -0.023
H -1.922 -6.978 1.709
H -0.403 -7.883 1.499
H 0.602 -6.184 0.222
H -0.739 -5.132 0.687
C -5.727 3.632 1.729
C -6.495 3.580 0.391
O -6.383 2.234 -0.055
S -5.540 1.335 0.964
O -4.166 1.405 0.624
O -6.175 0.109 1.155
O -5.853 2.275 2.212
H -6.179 4.213 2.524
H -4.667 3.849 1.605
H -6.086 4.296 -0.316
H -7.548 3.765 0.597
C 1.350 -0.300 0.534
C 0.752 -0.488 -0.862
O -0.441 -1.247 -0.751
S -0.961 -1.242 0.754
O -1.450 -2.533 1.061
O -1.804 -0.137 0.992
O 0.443 -1.000 1.425
H 1.467 0.710 0.928
H 2.352 -0.707 0.645
H 1.486 -0.938 -1.523
H 0.544 0.514 -1.236
C 0.019 3.987 -2.571
C 1.105 4.694 -3.360
O 2.278 4.193 -2.715
S 2.112 2.612 -2.584
O 2.734 2.121 -1.414
O 2.421 2.022 -3.818
O 0.525 2.647 -2.400
H -0.983 3.942 -2.991
H -0.105 4.414 -1.573
H 1.088 5.763 -3.166
H 1.039 4.483 -4.426
C 5.952 -2.372 -0.610
C 5.009 -1.227 -0.214
O 3.947 -1.260 -1.171
S 4.590 -1.670 -2.568
O 5.326 -0.590 -3.063
O 3.635 -2.323 -3.366
O 5.589 -2.734 -1.936
H 5.918 -3.266 0.015
H 6.995 -2.052 -0.544
H 5.546 -0.280 -0.318
H 4.582 -1.242 0.784
C -0.637 2.155 2.993
C 0.534 2.661 3.893
O 1.438 3.344 3.038
S 0.570 3.938 1.830
O 1.326 4.053 0.659
O -0.145 5.055 2.333
O -0.348 2.665 1.692
H -1.630 2.423 3.345
H -0.587 1.072 2.974
H 0.999 1.834 4.425
H 0.140 3.319 4.672

=====

Formula: C36H62Cl9HfN8O35
Source: OMol25
Level of theory: ωB97M-V/def2-TZVPD

Calculated values
total charge	-1
E_HOMO	-6.89	eV
gap between HOMO and LUMO	7.368	eV

Atoms and positions in Å:
C -6.781 -25.422 -25.223
C -5.987 -24.139 -24.783
C -6.924 -22.895 -24.723
N -6.287 -21.789 -23.791
C -5.922 -22.288 -22.389
C -7.215 -20.599 -23.480
C -6.289 -19.378 -23.516
C -5.264 -19.581 -24.594
C -5.097 -21.138 -24.632
H -7.019 -25.490 -26.284
H -7.809 -25.408 -24.862
H -6.364 -26.378 -24.906
H -5.161 -23.980 -25.476
H -5.541 -24.388 -23.820
H -7.922 -23.155 -24.370
H -6.999 -22.446 -25.713
H -6.651 -22.919 -21.879
H -5.598 -21.471 -21.745
H -5.022 -22.898 -22.476
H -7.782 -20.785 -22.568
H -7.978 -20.499 -24.252
H -5.928 -19.118 -22.521
H -6.881 -18.529 -23.857
H -4.329 -19.165 -24.221
H -5.506 -19.212 -25.591
H -4.281 -21.268 -23.921
H -4.746 -21.687 -25.505
Hf -2.632 -19.794 -17.913
Cl -4.564 -23.177 -18.421
O -3.957 -23.700 -19.610
O -4.679 -24.208 -17.469
O -3.717 -22.179 -17.747
O -5.836 -22.695 -18.759
Cl -6.165 -18.513 -18.710
O -6.851 -18.100 -19.877
O -5.646 -17.392 -18.003
O -7.062 -19.218 -17.899
O -5.078 -19.349 -18.894
Cl -2.457 -16.608 -15.516
O -1.871 -15.671 -16.414
O -1.458 -16.984 -14.571
O -3.743 -16.290 -14.964
O -2.572 -17.822 -16.246
Cl 1.090 -18.380 -17.917
O -0.182 -19.019 -17.939
O 1.908 -19.457 -17.364
O 1.390 -18.226 -19.291
O 1.081 -17.155 -17.136
Cl -1.250 -21.477 -14.582
O -2.340 -22.367 -14.267
O -1.210 -20.468 -13.599
O 0.065 -22.115 -14.717
O -1.609 -20.903 -15.846
C -2.181 -19.139 -22.609
C -2.256 -20.365 -21.615
O -2.317 -20.110 -20.209
H -3.110 -18.588 -22.456
H -2.022 -19.379 -23.661
H -1.295 -18.520 -22.471
H -1.369 -20.866 -22.004
H -3.070 -21.069 -21.789
C -0.309 -15.765 -24.655
Cl -0.603 -17.375 -25.355
Cl 0.643 -15.836 -23.188
Cl 0.542 -14.724 -25.802
Cl -1.876 -15.211 -24.222
C -1.348 -26.679 -22.218
N -2.775 -26.671 -22.747
O -3.091 -27.306 -23.745
O -3.596 -26.018 -22.141
H -0.560 -27.063 -22.866
H -1.417 -27.277 -21.310
H -1.118 -25.618 -22.117
C 1.083 -14.564 -19.188
N 0.227 -13.559 -19.796
O 0.022 -13.622 -21.018
O -0.151 -12.643 -19.077
H 1.097 -15.431 -19.849
H 0.659 -15.041 -18.304
H 2.091 -14.161 -19.091
C 1.825 -22.475 -28.410
N 0.985 -21.584 -27.582
O -0.214 -21.814 -27.590
O 1.600 -20.751 -26.908
H 1.471 -22.380 -29.436
H 1.554 -23.459 -28.026
H 2.901 -22.318 -28.336
C 2.263 -20.267 -22.734
N 3.527 -20.488 -22.037
O 3.482 -21.045 -20.978
O 4.522 -19.985 -22.464
H 1.447 -20.389 -22.022
H 2.063 -21.025 -23.491
H 2.171 -19.279 -23.185
C -5.954 -21.308 -14.837
N -4.856 -20.330 -14.870
O -4.424 -19.986 -15.979
O -4.410 -19.868 -13.860
H -6.168 -21.649 -15.850
H -6.894 -20.915 -14.450
H -5.581 -22.217 -14.366
C 1.421 -22.572 -18.181
N 0.168 -22.246 -18.972
O 0.330 -22.477 -20.184
O -0.817 -21.697 -18.431
H 2.255 -22.017 -18.612
H 1.679 -23.624 -18.302
H 1.282 -22.211 -17.162
C -3.241 -15.510 -19.947
N -2.179 -16.494 -19.700
O -2.411 -17.485 -18.983
O -1.174 -16.327 -20.373
H -2.855 -14.770 -20.648
H -3.480 -15.043 -18.992
H -4.033 -16.009 -20.504
C -3.051 -20.134 -27.670
C -3.411 -21.468 -27.979
C -4.665 -21.850 -28.457
C -5.647 -20.958 -28.530
C -5.313 -19.639 -28.204
C -4.038 -19.197 -27.868
H -2.050 -19.940 -27.313
H -2.691 -22.224 -27.701
H -4.845 -22.860 -28.795
H -6.643 -21.150 -28.901
H -6.067 -18.884 -28.373
H -3.802 -18.143 -27.828
C 4.505 -26.179 -19.978
C 5.215 -25.183 -20.714
C 4.594 -24.291 -21.520
C 3.177 -24.237 -21.510
C 2.456 -25.235 -20.806
C 3.125 -26.188 -20.021
H 5.067 -26.960 -19.488
H 6.294 -25.212 -20.699
H 5.288 -23.655 -22.049
H 2.725 -23.429 -22.067
H 1.390 -25.229 -20.979
H 2.528 -26.956 -19.552
C -6.324 -15.488 -22.277
C -5.869 -15.741 -23.550
C -6.528 -15.174 -24.670
C -7.628 -14.357 -24.501
C -8.022 -14.074 -23.190
C -7.418 -14.648 -22.101
H -5.769 -15.916 -21.455
H -4.873 -16.151 -23.625
H -6.071 -15.361 -25.631
H -8.163 -13.881 -25.309
H -8.858 -13.400 -23.072
H -7.628 -14.464 -21.057

=====

Which formula does entry 5 have? C12H24O24S6